[1]
Formula: C44H94N2O8
Source: OMol25
Level of theory: ωB97M-V/def2-TZVPD

Last column: Mulliken charge in e.
Geometry (Å):
O (-24.919, -7.106, 20.553)  -0.390
O (-21.115, -12.140, 26.312)  -0.387
O (-12.150, -15.794, 18.321)  -0.415
O (-15.974, -2.643, 22.740)  -0.423
O (-8.433, -7.662, 16.789)  -0.384
O (-19.615, -3.190, 14.769)  -0.382
O (-17.683, -11.633, 19.234)  -0.401
O (-20.581, -18.699, 21.217)  -0.386
N (-26.844, -14.654, 17.240)  0.041
N (-12.613, -17.946, 27.178)  0.150
C (-24.317, -5.800, 20.370)  -0.419
C (-22.534, -11.824, 26.369)  -0.407
C (-20.808, -21.049, 21.274)  -0.549
C (-10.078, -16.092, 19.212)  -0.454
C (-19.389, -4.526, 12.856)  -0.580
C (-11.035, -17.023, 19.903)  -0.513
C (-22.945, -7.420, 19.385)  -0.477
C (-10.521, -18.229, 28.470)  -1.266
C (-25.581, -15.278, 16.773)  -0.401
C (-16.441, -10.981, 19.315)  -0.358
C (-19.982, -19.902, 20.688)  -0.429
C (-24.424, -14.481, 17.375)  -1.321
C (-12.938, -15.842, 25.929)  -1.000
C (-8.910, -6.525, 18.790)  -0.607
C (-28.245, -12.578, 17.272)  -1.334
C (-27.178, -13.401, 16.511)  -0.329
C (-23.321, -5.951, 19.186)  -0.591
C (-19.593, -3.104, 12.427)  -0.514
C (-15.854, -11.544, 20.600)  -0.547
C (-9.069, -8.511, 17.679)  -0.469
C (-22.924, -12.301, 27.795)  -0.536
C (-8.085, -6.497, 17.485)  -0.421
C (-12.934, -16.514, 27.267)  -0.598
C (-17.489, -4.375, 23.128)  -0.579
C (-11.142, -18.234, 27.084)  -0.515
C (-14.918, -18.692, 26.548)  -1.236
C (-13.388, -18.763, 26.236)  -0.618
C (-16.966, -4.506, 21.710)  -0.473
C (-28.569, -16.065, 16.037)  -1.009
C (-27.976, -15.581, 17.346)  -0.805
C (-16.471, -3.071, 21.450)  -0.426
C (-16.560, -3.368, 23.830)  -0.364
C (-10.787, -15.838, 17.917)  -0.484
C (-21.706, -18.964, 22.050)  -0.373
C (-20.783, -13.106, 27.364)  -0.405
C (-22.128, -13.586, 27.887)  -0.525
C (-12.405, -16.752, 19.303)  -0.379
C (-17.914, -12.471, 20.333)  -0.444
C (-9.905, -7.616, 18.577)  -0.391
C (-24.332, -7.983, 19.633)  -0.394
C (-22.111, -20.326, 21.517)  -0.569
C (-17.022, -11.844, 21.434)  -0.495
C (-20.139, -2.488, 13.662)  -0.400
C (-18.805, -4.266, 14.258)  -0.395
H (-20.899, -21.852, 20.542)  0.290
H (-10.245, -8.097, 19.494)  0.301
H (-22.540, -7.839, 18.464)  0.301
H (-22.230, -7.447, 20.208)  0.271
H (-20.253, -2.909, 11.582)  0.312
H (-20.242, -12.571, 28.145)  0.270
H (-10.530, -17.258, 28.966)  0.296
H (-24.382, -8.989, 20.051)  0.278
H (-11.079, -18.878, 29.144)  0.292
H (-18.947, -12.527, 20.675)  0.306
H (-15.238, -17.700, 26.228)  0.247
H (-22.528, -18.258, 21.937)  0.275
H (-9.082, -16.507, 19.055)  0.308
H (-13.952, -16.448, 27.652)  0.342
H (-13.622, -16.341, 25.242)  0.236
H (-29.188, -15.343, 15.504)  0.269
H (-10.590, -16.607, 17.170)  0.281
H (-10.669, -17.544, 26.385)  0.257
H (-10.794, -7.282, 18.042)  0.247
H (-18.722, -5.180, 12.295)  0.348
H (-29.137, -16.970, 16.248)  0.387
H (-17.324, -2.461, 21.154)  0.271
H (-22.667, -20.128, 20.601)  0.272
H (-28.418, -11.606, 16.811)  0.420
H (-9.664, -9.280, 17.184)  0.302
H (-24.590, -14.256, 18.429)  0.339
H (-18.926, -20.028, 20.928)  0.270
H (-9.444, -18.398, 28.457)  0.415
H (-22.696, -20.931, 22.209)  0.333
H (-23.420, -14.905, 17.331)  0.410
H (-15.031, -18.779, 27.629)  0.329
H (-17.833, -4.789, 21.115)  0.281
H (-18.668, -2.668, 12.050)  0.257
H (-10.360, -14.940, 17.469)  0.341
H (-19.943, -1.417, 13.705)  0.268
H (-10.969, -19.211, 26.631)  0.440
H (-25.009, -5.002, 20.101)  0.276
H (-24.305, -13.488, 16.943)  0.300
H (-23.816, -5.856, 18.220)  0.285
H (-13.065, -18.381, 25.268)  0.452
H (-25.448, -15.357, 15.694)  0.232
H (-8.249, -9.041, 18.163)  0.279
H (-13.323, -14.825, 26.006)  0.400
H (-20.189, -19.865, 19.618)  0.289
H (-16.887, -12.410, 22.356)  0.356
H (-18.549, -4.120, 23.112)  0.307
H (-17.465, -5.338, 23.638)  0.313
H (-16.536, -9.905, 19.465)  0.297
H (-23.822, -5.566, 21.312)  0.290
H (-12.776, -17.613, 18.746)  0.295
H (-9.300, -5.545, 19.067)  0.348
H (-21.467, -19.007, 23.112)  0.279
H (-15.230, -12.420, 20.423)  0.213
H (-10.813, -18.072, 19.708)  0.251
H (-17.188, -2.761, 24.483)  0.235
H (-20.392, -21.432, 22.206)  0.299
H (-25.604, -16.309, 17.127)  0.416
H (-15.800, -11.301, 18.494)  0.263
H (-22.049, -14.008, 28.890)  0.316
H (-23.088, -12.368, 25.605)  0.262
H (-12.286, -16.022, 27.991)  0.301
H (-22.447, -14.398, 27.233)  0.261
H (-7.013, -6.403, 17.655)  0.292
H (-20.185, -13.924, 26.962)  0.275
H (-9.957, -15.149, 19.744)  0.254
H (-20.330, -5.065, 12.968)  0.250
H (-15.727, -3.780, 24.400)  0.277
H (-17.559, -10.934, 21.701)  0.233
H (-13.052, -16.353, 20.084)  0.234
H (-15.504, -19.460, 26.045)  0.393
H (-26.338, -12.707, 16.524)  0.283
H (-22.751, -10.775, 26.162)  0.288
H (-16.125, -5.193, 21.615)  0.281
H (-27.905, -12.289, 18.267)  0.304
H (-29.214, -13.071, 17.350)  0.314
H (-18.786, -5.121, 14.935)  0.319
H (-27.766, -16.297, 15.337)  0.274
H (-27.362, -13.599, 15.455)  0.359
H (-24.972, -8.028, 18.751)  0.250
H (-21.215, -2.593, 13.795)  0.255
H (-24.002, -12.426, 27.895)  0.325
H (-11.939, -15.904, 25.498)  0.260
H (-17.792, -3.924, 14.047)  0.261
H (-27.650, -16.482, 17.866)  0.439
H (-28.678, -15.113, 18.037)  0.412
H (-22.512, -5.224, 19.253)  0.320
H (-13.017, -19.778, 26.373)  0.425
H (-22.634, -11.563, 28.543)  0.262
H (-10.952, -16.939, 20.986)  0.282
H (-15.701, -3.057, 20.679)  0.302
H (-15.236, -10.768, 21.053)  0.306
H (-8.459, -5.606, 16.980)  0.266
H (-17.622, -13.494, 20.094)  0.272
H (-8.176, -6.753, 19.563)  0.237

Its LUMO energy is 0.0126 Eh. As for the spin multiplicity: 1. The SMILES is CCN(CC)CC.CCN(CC)CC.C1CCOC1.C1CCOC1.C1CCOC1.C1CCOC1.C1CCOC1.C1CCOC1.C1CCOC1.C1CCOC1. As for the HOMO energy: -8.03 eV.



[2]
Formula: CH3O3
Source: OMol25
Level of theory: ωB97M-V/def2-TZVPD

Last column: natural (NBO) charge in e.
Geometry (Å):
O (0.691, -1.843, -1.065)  -1.030
O (-0.215, 1.214, 1.826)  -0.720
O (-0.630, 0.094, -0.111)  -0.869
C (-0.415, 1.132, 0.641)  0.647
H (0.230, -0.870, -1.140)  0.514
H (-0.315, 2.020, -0.060)  -0.011
H (0.654, -1.746, -0.091)  0.468

Its LUMO energy is 0.1700 Eh. As for the spin multiplicity: 1. As for the HOMO energy: -4.46 eV. The net charge is -1.



[3]
Formula: C23H23N3O4
Source: OMol25
Level of theory: ωB97M-V/def2-TZVPD

Last column: natural (NBO) charge in e.
Geometry (Å):
O (-0.997, -1.993, 1.221)  -0.543
O (0.228, 0.649, -1.709)  -0.630
O (-3.359, -1.025, 0.261)  -0.540
O (1.210, 0.791, 1.200)  -0.634
N (1.771, 2.229, -1.190)  -0.605
N (4.705, -0.126, 1.079)  -0.412
N (-1.050, 0.657, 1.039)  -0.657
C (0.184, -1.334, 1.644)  0.019
C (4.315, -1.383, 0.955)  0.027
C (0.269, -1.456, 3.163)  -0.612
C (3.396, 0.433, -0.842)  -0.060
C (2.873, 1.490, -1.779)  -0.244
C (4.254, 0.753, 0.205)  0.051
C (-2.732, -1.649, -1.972)  -0.229
C (-0.477, 2.516, -0.415)  -0.174
C (-0.585, -2.624, -2.388)  -0.188
C (-0.697, 3.828, -0.812)  -0.173
C (-0.292, -2.579, -1.037)  -0.270
C (3.463, -1.818, -0.048)  -0.265
C (-1.293, 1.953, 0.568)  0.260
C (-1.732, 4.565, -0.264)  -0.225
C (0.534, 1.676, -1.134)  0.697
C (-2.447, -1.595, -0.619)  0.222
C (0.180, 0.147, 1.252)  0.677
C (-1.213, -2.056, -0.144)  0.313
C (-2.565, 3.988, 0.681)  -0.196
C (2.992, -0.890, -0.961)  -0.166
C (-4.016, -1.958, 1.098)  -0.247
C (-1.796, -2.154, -2.857)  -0.208
C (-2.343, 2.690, 1.101)  -0.234
H (1.079, -1.781, 1.192)  0.204
H (-2.982, 2.237, 1.845)  0.214
H (0.328, -2.503, 3.448)  0.220
H (3.183, -2.860, -0.114)  0.212
H (-3.302, -2.516, 1.710)  0.189
H (3.660, 2.205, -2.036)  0.209
H (4.706, -2.069, 1.696)  0.189
H (-4.677, -1.376, 1.739)  0.191
H (-2.015, -2.177, -3.914)  0.216
H (-4.610, -2.662, 0.506)  0.176
H (2.308, -1.173, -1.748)  0.230
H (1.154, -0.934, 3.514)  0.234
H (-3.386, 4.553, 1.096)  0.216
H (-0.615, -1.018, 3.620)  0.211
H (-1.898, 5.583, -0.583)  0.215
H (0.144, -3.024, -3.076)  0.212
H (-1.862, 0.061, 1.177)  0.435
H (0.655, -2.945, -0.673)  0.214
H (-0.067, 4.260, -1.576)  0.221
H (2.006, 2.888, -0.463)  0.403
H (2.488, 1.021, -2.687)  0.229
H (4.600, 1.769, 0.347)  0.182
H (-3.680, -1.266, -2.317)  0.226

Its LUMO energy is 0.0278 Eh. As for the spin multiplicity: 1. The SMILES is COc1ccccc1O[C@H](C)C(=O)Nc1ccccc1C(=O)NCc1cccnc1. As for the HOMO energy: -8.68 eV.



[4]
Formula: C6H7N3O2
Source: OMol25
Level of theory: ωB97M-V/def2-TZVPD

Last column: Mulliken spin population.
Geometry (Å):
O (-1.541, 1.590, -1.058)  0.006
O (2.934, 1.240, 0.030)  0.114
N (-0.650, -1.346, -0.014)  0.010
N (-2.986, 0.157, -0.201)  0.001
N (0.726, -1.699, -0.309)  0.116
C (1.502, -0.505, -0.143)  0.445
C (1.758, 1.632, 0.490)  0.671
C (2.792, -0.049, -0.322)  0.775
C (0.846, 0.654, 0.416)  -0.177
C (-0.813, -0.031, 0.597)  0.002
C (-1.820, 0.723, -0.303)  -0.009
H (3.662, -0.489, -0.703)  0.017
H (-3.922, 0.379, -0.752)  0.000
H (1.610, 2.737, 0.735)  0.013
H (0.800, -2.197, -1.183)  0.020
H (-1.058, -0.049, 1.733)  0.001
H (-2.960, -0.732, 0.338)  -0.001
H (-0.882, -2.014, 0.651)  -0.004

Its LUMO energy (spin up / spin down) is 0.0255 / -0.0530 Eh. As for the spin multiplicity: 3. As for the HOMO energy (spin up / spin down): -4.05 / -8.58 eV.



Summary of ΔE to the lowest compared entry with this formula, charge and spin in kcal/mol
0.00; 13.47; 49.26; 70.49
(order as listed above)